{
  "formula": "C6H24N12O6",
  "method": "wB97M-V/def2-TZVPD",
  "species": ["O", "O", "N", "N", "H", "N", "N", "C", "N", "O", "H", "C", "N", "C", "O", "H", "H", "O", "H", "H", "N", "H", "C", "N", "H", "H", "H", "N", "H", "H", "N", "H", "O", "H", "H", "H", "H", "N", "H", "H", "H", "C", "H", "H", "C", "H", "H", "N"],
  "positions_angstrom": [[0.489, 3.646, -0.504], [0.477, -1.298, 0.137], [-2.735, -0.871, -5.099], [0.849, -3.896, -1.284], [2.105, 6.337, -0.873], [2.899, -3.214, 1.134], [2.429, -2.206, 3.072], [0.355, -0.028, 0.120], [-3.570, 1.060, 4.188], [-1.079, -0.827, -3.791], [0.728, -2.986, -0.864], [-0.181, -4.745, -1.266], [-1.029, 0.334, -5.589], [1.405, 4.436, -0.419], [-0.418, -5.739, -1.918], [-3.353, 0.209, 3.689], [0.277, 1.628, -1.007], [4.597, -2.346, 2.324], [-3.883, 3.387, 4.824], [-3.233, -0.300, -5.767], [0.481, 0.641, -0.957], [3.286, 4.778, 0.101], [-2.533, 1.870, 4.407], [0.141, 0.716, 1.159], [0.419, 6.085, -1.019], [-1.785, -5.038, -0.075], [3.496, -3.239, 0.319], [1.326, 5.698, -0.799], [-0.118, 1.630, 0.818], [-2.184, 3.716, 4.522], [-1.015, -4.429, -0.316], [-0.098, 0.433, 2.099], [-1.424, 1.642, 4.014], [2.908, 3.104, 0.006], [-4.472, 1.323, 4.558], [-0.772, -3.648, 0.276], [0.580, 0.169, -1.844], [-2.918, 3.089, 4.821], [1.552, -2.700, 2.991], [-1.528, 0.461, -6.458], [-0.052, 0.557, -5.463], [3.403, -2.608, 2.176], [1.543, -3.954, -2.015], [2.869, -1.916, 3.933], [-1.539, -0.507, -4.802], [-3.217, -1.526, -4.500], [1.919, -2.990, 1.042], [2.603, 4.061, -0.100]],
  "forces_ev_per_a": [[-1.8, -0.8, 0.1], [-0.1, 1.2, 0.3], [-5.3, -1.5, -2.2], [2.2, 0.7, -1.1], [-0.1, -0.4, 0.1], [-1.1, -1.2, -1.9], [0.9, 0.0, -0.1], [0.5, -6.2, 1.3], [-0.9, -1.5, 0.2], [4.2, -2.5, 6.4], [0.0, 0.3, -0.1], [-0.2, -1.3, -0.7], [2.8, 4.3, -4.7], [-1.1, -1.1, -1.2], [0.9, -0.9, -1.6], [-0.6, 0.0, 0.4], [0.2, 0.1, 0.1], [-0.5, -0.2, 0.2], [0.4, 0.0, -0.2], [-0.4, -0.6, 0.2], [0.5, 2.2, -5.1], [0.1, -0.4, -0.1], [-1.5, 0.4, -1.6], [-0.9, 2.3, 2.3], [0.2, -0.2, 0.1], [0.4, 0.2, -0.2], [-0.4, -0.1, 0.0], [-1.0, 3.2, -0.6], [0.0, 0.4, 1.3], [-0.5, 0.7, 0.5], [-2.6, 1.6, 3.4], [0.0, -0.1, -0.4], [2.2, -0.7, 0.0], [-0.6, 0.2, 0.1], [0.1, -0.7, -0.4], [-0.5, -0.2, 0.1], [-0.2, -0.2, 0.3], [0.8, 1.7, 1.0], [0.1, 0.3, 0.8], [1.0, 0.4, -0.1], [-0.3, 0.1, -0.4], [1.7, 1.8, 1.8], [-0.4, -0.1, 0.0], [-0.8, -0.2, 0.2], [-1.9, -0.5, 1.1], [0.1, 0.4, -0.2], [0.1, -0.3, -1.0], [4.3, -0.6, 1.4]],
  "mulliken_charge": [-0.69, -0.71, -0.44, -0.22, 0.15, -0.36, -0.39, 0.53, -0.40, -0.57, 0.28, 0.50, -0.39, 0.63, -0.71, 0.22, 0.23, -0.68, 0.20, 0.16, -0.26, 0.18, 0.65, -0.27, 0.22, 0.20, 0.28, -0.45, 0.13, 0.25, -0.30, 0.18, -0.62, 0.22, 0.17, 0.18, 0.13, -0.48, 0.19, 0.18, 0.23, 0.52, 0.19, 0.23, 0.61, 0.23, 0.22, -0.34],
  "total_energy_ha": -1351.69518,
  "orbital_gap_ev": 9.12,
  "de_lowest_kcal_mol": 75.55,
  "smiles": "NC(N)=O.NC(N)=O.NC(N)=O.NC(N)=O.NC(N)=O.NC(N)=O"
}

{
  "formula": "C5H10N2S",
  "method": "wB97M-V/def2-TZVPD",
  "species": ["C", "H", "N", "C", "H", "S", "H", "H", "C", "N", "C", "H", "C", "H", "H", "H", "H", "H"],
  "positions_angstrom": [[-0.783, -1.307, 1.627], [1.868, 3.021, -0.556], [-0.359, -0.332, 2.501], [-0.292, -0.010, -0.577], [-0.915, 0.729, -2.495], [0.163, 1.567, 0.112], [-0.706, -1.056, -2.389], [0.696, -0.018, -2.484], [1.509, 2.095, -0.968], [-1.318, -2.424, 1.956], [-0.688, -1.063, 0.164], [0.311, 0.342, 2.169], [-0.304, -0.094, -2.077], [2.300, 1.379, -1.005], [-0.224, -0.618, 3.441], [-1.065, -1.944, -0.388], [-1.348, -2.520, 2.959], [1.155, 2.253, -1.988]],
  "forces_ev_per_a": [[-0.1, 0.0, -0.3], [0.2, 0.4, 0.1], [0.0, 0.1, -0.5], [0.0, -0.4, 0.5], [0.3, -0.4, 0.1], [-0.1, -0.2, 0.1], [-0.1, 0.0, 0.0], [0.3, 0.1, -0.1], [-0.7, -0.1, -0.5], [0.2, 0.2, -0.4], [-0.2, -0.1, -0.6], [0.0, 0.1, -0.1], [-0.5, 0.3, 0.1], [0.6, -0.5, 0.2], [0.0, -0.2, 0.7], [0.3, 0.6, 0.4], [-0.1, -0.1, 0.5], [0.0, 0.2, 0.1]],
  "mulliken_charge": [0.31, 0.35, -0.40, 0.87, 0.33, -0.12, 0.34, 0.33, -0.88, -0.68, -0.38, 0.12, -1.40, 0.32, 0.22, 0.20, 0.20, 0.28],
  "total_energy_ha": -704.19868,
  "orbital_gap_ev": 9.13,
  "de_lowest_kcal_mol": 15.76,
  "smiles": "[H]/N=C(N)/C=C(/C)SC"
}

{
  "formula": "C29H31CdN11O5S",
  "method": "wB97M-V/def2-TZVPD",
  "species": ["C", "H", "C", "C", "H", "N", "C", "H", "N", "C", "N", "C", "C", "N", "C", "H", "C", "Cd", "H", "C", "O", "H", "H", "H", "H", "C", "C", "N", "O", "H", "H", "N", "H", "H", "N", "H", "H", "C", "C", "C", "N", "H", "C", "O", "O", "H", "H", "N", "H", "H", "H", "C", "H", "C", "N", "H", "C", "H", "C", "H", "H", "N", "C", "S", "C", "H", "O", "H", "C", "C", "C", "H", "C", "H", "H", "C", "C", "C"],
  "positions_angstrom": [[2.138, 0.998, -4.818], [5.710, -0.699, 1.500], [-2.272, 3.042, 3.397], [-1.724, 3.253, -3.610], [1.386, 4.105, -3.923], [1.450, -3.819, -0.796], [2.274, 0.777, -3.453], [3.614, -1.076, -2.233], [1.795, -5.185, -2.484], [-0.089, 3.102, -1.844], [-0.954, 1.765, 1.881], [0.091, -0.218, -3.402], [-3.254, -0.793, 0.636], [1.370, 0.734, 1.266], [0.068, 1.800, 2.738], [0.567, 5.518, -3.230], [2.509, 0.178, 0.755], [-0.514, 0.291, 0.021], [-5.011, -1.989, 1.778], [3.711, -4.933, -0.943], [-2.618, -0.130, -0.241], [-3.215, 3.521, 3.620], [4.289, -4.009, -0.907], [-1.565, 2.387, -4.256], [1.324, 3.069, -0.268], [2.333, -4.674, -1.431], [-4.138, -2.986, 3.174], [1.673, -3.120, 0.381], [-4.485, -0.912, 0.683], [-0.950, -0.297, -5.265], [4.196, -5.633, -1.618], [0.538, -4.633, -2.502], [-2.891, 2.293, 1.465], [-2.130, 4.074, -4.199], [1.302, -0.005, -1.327], [-0.711, -0.682, -2.842], [-0.040, 4.772, -4.707], [2.434, -0.169, -0.651], [3.693, -0.009, 1.505], [1.258, 0.149, -2.722], [-1.160, -1.185, 1.832], [0.883, 0.774, -6.552], [4.802, -0.555, 0.931], [-4.148, -3.778, 4.088], [-0.797, 2.256, -1.294], [-1.540, -3.156, 4.380], [-2.432, 2.976, -2.837], [-0.724, -1.851, 2.900], [0.241, -1.766, 3.170], [5.619, -1.399, -0.887], [2.042, 3.053, -1.887], [-0.029, 2.432, 3.968], [2.492, -2.535, 0.284], [0.265, -3.782, -1.497], [-0.471, 3.683, -2.995], [-1.316, 3.573, 5.246], [-2.848, -2.337, 2.781], [-0.106, -4.860, -3.238], [-0.037, 0.002, -4.763], [1.392, 4.565, -1.235], [3.168, 1.120, -2.943], [1.329, 1.203, 2.421], [-2.452, -1.460, 1.735], [-1.124, -2.911, -1.246], [4.747, -0.935, -0.438], [2.942, 1.484, -5.360], [-5.222, -2.650, 2.509], [3.697, -5.360, 0.061], [-2.095, 2.371, 2.198], [-1.217, 3.064, 4.296], [-1.698, -2.555, 3.498], [1.793, -3.775, 1.144], [3.631, -0.749, -1.200], [3.684, 0.292, 2.545], [0.823, 2.422, 4.634], [0.414, 4.567, -3.742], [0.985, 0.608, -5.487], [1.251, 3.483, -1.270]],
  "forces_ev_per_a": [[0.0, 0.0, 0.0], [0.0, 0.0, 0.0], [0.0, 0.0, 0.0], [0.1, 0.0, 0.0], [0.0, 0.0, 0.0], [0.2, 0.1, 0.2], [0.0, 0.1, 0.0], [0.0, 0.0, 0.0], [-0.2, 0.1, 0.0], [0.2, -0.2, -0.1], [0.3, 0.2, 0.1], [0.0, 0.0, 0.0], [0.0, 0.1, -0.2], [0.2, 0.0, 0.0], [-0.2, 0.0, 0.0], [0.0, 0.0, 0.0], [0.2, -0.1, -0.3], [-0.1, -0.1, -0.8], [0.0, 0.0, 0.1], [-0.1, 0.0, 0.0], [-0.3, -0.2, 0.3], [0.0, 0.0, 0.0], [0.0, 0.0, 0.0], [0.0, 0.0, 0.0], [0.0, 0.0, 0.0], [0.0, 0.1, 0.2], [0.2, 0.0, 0.1], [-0.1, -0.1, 0.1], [0.0, -0.2, 0.1], [0.0, 0.0, 0.0], [0.0, 0.0, 0.0], [-0.1, -0.2, -0.3], [0.0, 0.0, 0.0], [0.0, 0.0, 0.0], [0.0, 0.1, 0.0], [0.0, 0.0, 0.0], [0.0, 0.0, 0.0], [0.1, 0.0, 0.1], [-0.3, 0.0, 0.0], [0.0, -0.1, 0.2], [-0.3, -0.1, 0.0], [0.0, 0.0, 0.0], [0.1, -0.1, -0.2], [0.0, 0.0, 0.0], [-0.3, 0.1, 0.1], [0.0, 0.0, -0.1], [0.0, 0.0, 0.0], [0.2, 0.0, 0.1], [0.0, 0.0, 0.0], [0.0, 0.0, 0.0], [0.0, 0.0, 0.0], [0.1, 0.0, 0.1], [0.1, 0.1, 0.0], [0.2, 0.1, -0.2], [0.0, 0.0, 0.0], [0.0, 0.0, 0.0], [-0.2, 0.1, -0.2], [0.0, 0.0, 0.0], [0.0, 0.0, 0.0], [0.0, 0.0, 0.0], [0.0, 0.0, -0.1], [-0.1, 0.2, 0.4], [0.0, 0.1, 0.0], [0.1, -0.1, 0.1], [0.1, 0.0, 0.2], [0.0, 0.0, 0.0], [0.0, 0.1, -0.3], [0.0, 0.0, 0.0], [0.1, -0.1, -0.1], [0.0, 0.0, 0.1], [0.1, -0.1, 0.1], [0.0, 0.0, 0.0], [-0.1, 0.0, 0.0], [0.0, 0.0, 0.0], [0.0, 0.0, 0.0], [0.0, -0.1, 0.0], [0.0, 0.0, 0.0], [0.0, 0.1, 0.0]],
  "mulliken_charge": [-0.93, 0.43, -0.82, -1.04, 0.34, 0.40, 0.12, 0.55, -0.87, 0.57, 0.43, -0.15, 0.90, 2.00, -0.05, 0.32, -0.49, 2.91, 0.43, -1.06, -0.60, 0.43, 0.16, 0.27, -0.18, 0.91, 0.46, -0.62, -0.87, 0.47, 0.36, 0.23, 0.48, 0.45, 0.23, 0.11, 0.37, 0.04, -0.60, 0.01, 0.45, 0.42, -0.83, -0.63, -1.23, 0.55, 0.30, -0.44, 0.17, 0.49, 0.18, -0.60, -0.01, 0.27, 0.24, 0.39, 0.25, 0.17, -0.91, 0.56, 0.47, -1.67, -0.57, -0.35, -0.81, 0.40, -0.56, 0.29, -0.61, -0.34, -0.46, 0.29, -0.31, 0.47, 0.52, -1.05, -0.56, -0.95],
  "total_energy_ha": -2668.21671,
  "orbital_gap_ev": 5.99,
  "de_lowest_kcal_mol": 11.32
}